{
  "formula": "C19H54CoO17",
  "method": "ωB97M-V/def2-TZVPD",
  "de_lowest_kcal_mol": 17.4,
  "orbital_gap_ev": [6.57, 6.11],
  "spin_multiplicity": 4,
  "charge": 0,
  "symbols": ["Co", "C", "C", "C", "O", "C", "C", "C", "O", "O", "O", "H", "H", "C", "O", "H", "H", "H", "H", "C", "O", "H", "H", "H", "H", "C", "O", "H", "H", "H", "H", "C", "O", "H", "H", "H", "H", "C", "O", "H", "H", "H", "H", "C", "O", "H", "H", "H", "H", "C", "O", "H", "H", "H", "H", "C", "O", "H", "H", "H", "H", "C", "O", "H", "H", "H", "H", "C", "O", "H", "H", "H", "H", "C", "O", "H", "H", "H", "H", "C", "O", "H", "H", "H", "H", "C", "O", "H", "H", "H", "H"],
  "positions_angstrom": [[1.123253, -4.475268, 0.251492], [0.878448, -0.421808, 1.574988], [0.788376, -1.667888, 0.989922], [-0.173317, -1.872258, -0.215862], [-0.189862, -3.000929, -0.844188], [-1.011434, -0.836393, -0.661668], [-0.982746, 0.414370, -0.082477], [0.061991, 0.684008, 1.136624], [0.155963, 1.823315, 1.576588], [-1.670310, 1.358918, -0.515451], [1.458350, -2.697880, 1.427113], [1.530930, -0.311206, 2.433108], [-1.654548, -1.057081, -1.508477], [4.342284, 0.041099, 1.543771], [5.705666, -0.347649, 1.377330], [4.051618, -0.264797, 2.549711], [4.227256, 1.126673, 1.524914], [3.702518, -0.416290, 0.780397], [6.039934, 0.086201, 0.587429], [-2.210286, 2.556165, -3.661735], [-1.400795, 3.150418, -2.666364], [-2.856128, 3.306413, -4.130557], [-1.594817, 2.155903, -4.477625], [-2.913933, 1.815549, -3.251069], [-1.483417, 2.657715, -1.839471], [1.613131, 2.784797, -1.279959], [1.052228, 3.700519, -0.358781], [1.633435, 3.241648, -2.269682], [2.635936, 2.471379, -1.010588], [0.992799, 1.887046, -1.370305], [0.584761, 3.251717, 0.353084], [-1.129094, 2.671916, 4.545691], [-1.809998, 1.976538, 3.521990], [-0.065799, 2.418000, 4.648843], [-1.141890, 3.769589, 4.461999], [-1.610897, 2.430447, 5.494786], [-1.313386, 2.147166, 2.716181], [1.883209, 0.332269, 6.306888], [2.270011, -0.032769, 4.987416], [0.805206, 0.489191, 6.423621], [2.128113, -0.504774, 6.961415], [2.402468, 1.233272, 6.638145], [2.168542, 0.762166, 4.443681], [4.047813, -3.667024, -0.620259], [2.746546, -4.179024, -1.049956], [3.830682, -2.958048, 0.175755], [4.638676, -4.508233, -0.258670], [4.514035, -3.214144, -1.488040], [2.814130, -4.695507, -1.863714], [2.732083, 3.333036, 2.640692], [2.318584, 2.085989, 3.195710], [1.981635, 4.109902, 2.814700], [3.674845, 3.605248, 3.106437], [2.945642, 3.235557, 1.571734], [1.586012, 1.831926, 2.608572], [-3.497554, -2.340559, -2.919754], [-2.725563, -3.454754, -2.466006], [-4.462646, -2.760487, -3.206824], [-3.656254, -1.609447, -2.120522], [-3.034868, -1.844217, -3.785908], [-1.977391, -3.121531, -1.965015], [-1.913168, 4.610741, 0.901156], [-2.931360, 3.628240, 0.990572], [-1.124881, 4.425781, 1.654117], [-1.375074, 4.640168, -0.058262], [-2.345527, 5.584889, 1.124471], [-2.589383, 2.802321, 0.640813], [-1.965767, -4.662010, 1.490477], [-0.520757, -4.944338, 1.495115], [-2.178693, -3.945607, 2.277033], [-2.179343, -4.288318, 0.491184], [-2.530439, -5.569041, 1.713188], [-0.315685, -5.291287, 2.368602], [-0.036258, -4.169363, -4.414911], [0.852898, -3.803828, -5.455767], [-0.441994, -5.143590, -4.680229], [0.452741, -4.170713, -3.427469], [-0.885894, -3.474705, -4.316877], [0.970070, -2.849207, -5.404350], [0.059556, -0.425289, -4.173790], [1.063517, -1.122225, -4.921555], [0.378881, 0.595296, -3.963965], [-0.816822, -0.350158, -4.815788], [-0.142763, -0.935673, -3.225079], [1.932650, -0.960234, -4.543850], [-5.104732, 2.067767, -0.807465], [-4.439916, 0.907548, -1.295519], [-5.334708, 1.962195, 0.249141], [-4.527191, 2.988367, -0.907433], [-5.997858, 2.197456, -1.411548], [-3.512279, 1.008715, -1.053811]],
  "forces_ev_per_angstrom": [[-1.20, 3.64, 0.00], [-0.50, -0.31, -0.32], [-0.35, -0.09, -0.02], [-0.42, 0.55, -0.54], [1.07, -0.91, 1.34], [1.02, -2.23, 0.33], [0.26, 1.68, 0.58], [-0.28, -1.25, -1.32], [-0.13, 0.08, -0.10], [0.44, -0.21, 0.96], [-0.34, -0.90, -1.37], [-0.03, 0.05, -0.04], [0.03, 0.30, 0.18], [0.24, 0.12, 0.30], [-0.04, -0.05, -0.18], [-0.13, -0.18, -0.20], [-0.03, 0.00, -0.17], [-0.09, 0.03, 0.17], [0.06, 0.00, 0.05], [-0.51, 0.16, -0.07], [0.06, 0.09, -0.12], [0.13, 0.19, 0.12], [-0.06, -0.26, 0.23], [0.44, -0.10, -0.14], [-0.02, -0.03, -0.15], [-0.26, -0.24, 0.22], [0.38, 0.40, -0.38], [0.01, 0.13, 0.10], [-0.15, 0.14, 0.08], [0.03, -0.07, -0.02], [0.02, -0.33, -0.09], [0.15, 0.27, 0.66], [0.27, 0.22, 0.35], [-0.07, -0.31, -0.22], [-0.32, -0.14, -0.32], [-0.03, -0.06, -0.07], [-0.17, 0.02, -0.17], [-0.04, -0.36, -0.06], [-0.35, 0.10, 0.32], [-0.03, 0.10, -0.26], [0.20, 0.10, 0.03], [0.06, -0.02, 0.11], [0.27, 0.06, -0.05], [-0.36, -0.49, -0.05], [-0.66, -0.55, 0.54], [0.16, 0.04, -0.11], [0.12, 0.19, 0.06], [0.11, 0.22, 0.11], [0.07, 0.19, 0.00], [0.44, -0.12, 0.16], [-0.02, 0.22, -0.44], [0.11, -0.01, -0.11], [-0.02, 0.15, 0.24], [-0.28, 0.09, -0.01], [-0.23, -0.03, 0.30], [-0.05, -0.30, 0.13], [-0.15, 0.09, -0.03], [0.04, 0.25, -0.10], [-0.10, 0.00, -0.15], [-0.09, -0.10, 0.14], [0.38, -0.02, 0.08], [0.72, -0.26, 0.33], [-0.10, 0.50, -0.12], [-0.20, 0.08, 0.01], [-0.48, -0.01, 0.00], [-0.10, -0.06, -0.13], [0.25, -0.18, -0.13], [0.31, -0.10, -0.29], [0.14, -0.54, -0.01], [0.07, 0.33, -0.16], [-0.17, 0.07, 0.20], [0.22, -0.07, -0.27], [0.20, 0.08, 0.09], [-0.22, 0.49, -0.27], [-0.03, -0.47, 0.16], [0.04, -0.11, 0.31], [0.01, -0.26, -0.06], [0.18, -0.18, -0.13], [0.00, 0.31, 0.01], [0.34, 0.16, -0.01], [0.05, 0.08, -0.08], [0.02, 0.08, 0.09], [-0.06, -0.25, 0.19], [-0.18, 0.05, -0.25], [-0.11, 0.11, 0.07], [-0.03, 0.11, -0.24], [0.13, 0.15, -0.07], [-0.28, -0.01, 0.14], [0.25, -0.12, -0.10], [-0.28, -0.08, 0.17], [0.21, -0.13, 0.01]]
}

---

{
  "formula": "C19H54F6NO9P",
  "method": "ωB97M-V/def2-TZVPD",
  "orbital_gap_ev": 3.08,
  "charge": -2,
  "symbols": ["P", "F", "F", "F", "F", "F", "F", "C", "C", "C", "C", "C", "C", "N", "O", "C", "C", "C", "H", "H", "H", "H", "H", "H", "H", "H", "H", "H", "H", "H", "H", "H", "H", "H", "H", "H", "C", "C", "O", "H", "H", "H", "H", "H", "H", "C", "C", "O", "H", "H", "H", "H", "H", "H", "O", "H", "H", "O", "H", "H", "O", "H", "H", "O", "H", "H", "C", "C", "C", "O", "H", "H", "H", "H", "H", "H", "H", "H", "C", "C", "C", "O", "H", "H", "H", "H", "H", "H", "H", "H"],
  "positions_angstrom": [[1.242936, 0.400909, -1.286826], [2.327598, 0.909534, -0.219315], [2.390903, -0.428707, -2.047562], [0.852102, -0.866891, -0.345967], [0.137057, -0.120896, -2.365693], [0.082579, 1.273524, -0.582257], [1.528915, 1.717498, -2.213529], [-2.795644, -0.649541, 1.166849], [-3.853650, 0.108049, 1.951793], [-4.941890, -0.907732, 2.330995], [-5.908003, -0.439664, 3.419525], [-5.102577, 0.091393, 4.597848], [-4.093828, 1.172389, 4.196290], [-3.260095, 0.619112, 3.166471], [-2.112996, 1.363976, 2.906619], [-3.204427, 1.470498, 5.410750], [-4.853518, 2.467348, 3.846435], [-4.516346, 1.160609, 1.030505], [-2.592256, -1.635895, 1.589287], [-1.864972, -0.077384, 1.162936], [-3.062665, -0.800471, 0.112311], [-4.567235, -1.901383, 2.597123], [-5.577646, -1.151564, 1.459416], [-6.460687, -1.297432, 3.830639], [-6.655126, 0.283666, 3.087035], [-4.535492, -0.720029, 5.067596], [-5.723296, 0.465785, 5.431004], [-2.359413, 2.052210, 5.050104], [-2.889881, 0.523049, 5.855542], [-3.816906, 1.985505, 6.160251], [-5.717456, 2.240842, 3.205071], [-4.295242, 3.120707, 3.169015], [-5.199662, 3.039149, 4.710533], [-5.589073, 1.327836, 1.196058], [-4.346163, 1.021598, -0.040584], [-4.108857, 2.155722, 1.251254], [-3.040104, 0.590820, -3.284851], [-2.268239, 1.887916, -3.362175], [-2.182789, 2.506840, -2.083289], [-2.592777, -0.054869, -2.520599], [-2.966152, -0.025374, -4.190065], [-4.101474, 0.702687, -3.059755], [-2.792327, 2.635788, -3.962453], [-1.289773, 1.658492, -3.803227], [-1.928411, 1.809515, -1.463869], [-1.908416, -3.435950, -2.957519], [-0.402303, -3.397754, -2.809317], [-0.050355, -3.324966, -1.431568], [-2.231145, -3.442663, -4.003865], [-2.375837, -2.570799, -2.484314], [-2.329552, -4.311272, -2.456023], [-0.002190, -2.499345, -3.294861], [0.074990, -4.242984, -3.315775], [0.236769, -2.418992, -1.262538], [0.645492, -1.379525, 2.535112], [0.470369, -1.162664, 1.611604], [1.177379, -2.179268, 2.501561], [0.635623, 4.142063, -3.504231], [1.444874, 3.645477, -3.649097], [-0.006910, 3.475540, -3.236125], [2.877543, 3.826976, -0.485781], [2.313935, 3.157415, -0.893264], [3.583742, 3.289526, -0.106819], [0.969589, 1.610121, 2.345863], [1.405159, 1.328117, 1.535062], [0.507554, 2.421764, 2.119783], [4.538884, -3.135417, -1.880894], [4.284112, -3.990290, -3.102856], [4.817716, -3.321754, -4.358532], [4.820009, -5.296053, -2.910252], [4.170759, -3.557341, -0.942675], [4.130697, -2.126287, -1.938336], [5.618356, -3.045862, -1.679573], [3.203158, -4.100177, -3.212089], [4.818457, -4.043226, -5.176389], [5.867317, -3.026643, -4.219963], [4.282174, -2.395061, -4.555158], [5.714870, -5.190606, -2.571673], [7.386139, 2.011544, 1.052704], [6.095774, 1.923051, 0.262220], [5.571433, 0.510902, 0.113196], [5.086338, 2.603813, 1.079512], [8.272834, 1.572592, 0.581062], [7.273233, 1.501283, 2.011522], [7.667768, 3.056408, 1.214762], [6.122062, 2.478633, -0.673470], [4.670835, 0.504435, -0.501353], [5.350974, 0.019478, 1.057154], [6.313035, -0.102613, -0.420238], [5.491717, 2.933239, 1.886189]],
  "forces_ev_per_angstrom": [[-1.53, 0.98, -0.25], [0.13, -0.13, 0.18], [0.03, -0.21, -0.06], [0.50, -0.11, -0.10], [0.28, -0.15, -0.25], [0.16, -0.27, 0.34], [0.50, -0.38, -0.31], [0.79, -0.04, -0.56], [-1.07, -0.60, -0.14], [-1.43, -0.53, -0.46], [0.34, -0.42, 1.05], [0.01, 0.34, 0.61], [-0.30, 0.08, 0.48], [1.08, -0.67, -0.06], [-0.43, 0.70, -0.15], [-0.49, -0.26, -0.10], [-0.52, 0.27, -1.26], [0.10, 1.53, 0.02], [0.05, 0.08, 0.19], [-0.08, 0.07, 0.23], [-0.33, -0.02, 0.13], [0.53, 0.30, 0.35], [0.32, 0.27, -0.17], [-0.19, -0.01, -0.42], [0.15, 0.09, -0.20], [0.09, -0.13, -0.33], [-0.23, 0.11, -0.35], [0.10, -0.01, 0.20], [0.35, 0.05, -0.11], [0.18, 0.18, 0.03], [-0.18, -0.08, 0.44], [0.56, -0.01, 0.52], [0.05, -0.06, 0.08], [-0.02, -0.53, -0.01], [-0.08, -0.30, 0.04], [0.42, -0.27, -0.07], [-0.08, -0.92, -0.09], [-0.49, 0.15, 0.26], [0.19, -0.36, -0.37], [-0.06, 0.20, 0.14], [0.03, 0.35, -0.17], [0.06, 0.23, 0.13], [0.15, -0.17, -0.32], [0.09, 0.27, 0.13], [0.23, 0.26, 0.28], [-0.43, -0.10, -0.01], [0.07, 0.94, 0.08], [0.17, -0.46, -0.42], [0.13, -0.09, -0.01], [0.19, 0.08, 0.01], [0.10, -0.06, -0.08], [-0.15, -0.08, -0.16], [-0.02, -0.24, 0.34], [-0.06, -0.05, 0.24], [0.16, -0.32, 0.16], [-0.09, 0.18, 0.15], [-0.02, -0.04, -0.13], [-0.11, 0.18, -0.39], [0.02, -0.10, 0.20], [0.00, 0.01, 0.28], [0.18, -0.14, -0.27], [-0.19, 0.22, -0.04], [0.01, 0.14, 0.36], [0.52, 0.09, 0.20], [-0.10, 0.16, 0.08], [-0.31, -0.17, -0.08], [0.51, 0.24, 0.93], [-0.28, 0.59, 0.39], [0.77, -0.18, 0.25], [0.00, -0.17, -0.23], [-0.41, -0.25, -0.29], [-0.05, -0.05, -0.25], [0.03, 0.11, -0.40], [0.02, -0.30, 0.00], [-0.35, 0.27, -0.21], [-0.04, -0.09, 0.12], [-0.23, -0.16, -0.29], [0.00, 0.02, 0.01], [0.83, 0.06, -0.32], [-0.98, 0.16, 1.88], [0.52, -0.38, -1.21], [0.26, 0.01, -0.59], [-0.30, -0.18, -0.24], [-0.12, 0.09, 0.04], [-0.20, 0.01, 0.16], [0.23, -0.20, -0.20], [-0.07, 0.03, 0.19], [0.02, 0.27, 0.20], [-0.07, 0.03, 0.06], [-0.08, 0.02, -0.07]]
}

---

no.,M (g/mol)
1,613.557
2,585.601